1.
Entry from the OMol25 dataset: a structure of composition C9H16NiOP in a non-equilibrium geometry (wB97M-V/def2-TZVPD).

The LUMO energy (spin up / spin down) comes out at 3.2 / 3.2 eV. The calculation puts the highest occupied orbital energy (spin up / spin down) at -0.83 / -2.70 eV. For the frontier orbital gap (spin up / spin down), the calculation gives 0.1489 / 0.2164 Ha. The value obtained for the total energy is -61966.445 eV.

Structure (ORCA input):
```
! RIJCOSX wB97M-V def2-TZVPD def2/J DEFGRID3
* xyz -1 3
C 2.5335 0.6972 -1.5066
C 2.5974 1.8599 -2.2486
C 1.5698 2.7924 -2.5145
C 0.2255 2.6760 -2.0853
C -0.2774 1.6966 -1.2843
Ni 1.0316 0.4662 -0.5544
P 2.1457 -1.0886 0.4035
H 3.4358 0.0474 -1.5309
H 3.5658 2.0615 -2.7026
H 1.8185 3.6436 -3.1546
H -1.3556 1.6991 -1.0206
H -0.4379 3.4581 -2.4546
H 2.1817 -0.9213 1.8273
H 3.5029 -1.3737 0.1164
H 1.5836 -2.3736 0.1598
C -1.8317 -1.8104 2.3390
C -2.8239 -1.5495 1.1972
C -1.9606 -0.9456 0.0938
O -0.8194 -0.3609 0.7695
C -0.9151 -0.6040 2.1846
H -2.2677 -1.8809 3.3268
H -1.2695 -2.7116 2.1041
H -3.5536 -0.8066 1.5411
H -3.3451 -2.4346 0.8623
H -1.5794 -1.6851 -0.6259
H -2.4600 -0.1483 -0.4772
H -1.3792 0.3070 2.6165
H 0.0843 -0.7103 2.6180
*
```

These are the natural (NBO) partial charges, in e, on atoms 1 to 6: atom 1 (C): -0.60, atom 2 (C): -0.36, atom 3 (C): -0.22, atom 4 (C): -0.36, atom 5 (C): -0.62, atom 6 (Ni): 0.47

***

2.
Entry from the OMol25 dataset: a structure of composition C30H26BrN10O5S5Ta (wB97M-V/def2-TZVPD).

The LUMO energy comes out at -6.3 eV. The calculation puts the highest occupied orbital energy at -12.69 eV. For the frontier orbital gap, the calculation gives 0.2334 Ha. For the energy above the lowest of the compared OMol25 structures with the same formula, charge and spin, the calculation gives 0.828 eV. The value obtained for the total energy is -182431.763 eV.

Structure (ORCA input):
```
! RIJCOSX wB97M-V def2-TZVPD def2/J DEFGRID3
* xyz 2 1
Ta 0.7446 0.0149 -0.0089
O 0.0396 -7.1876 3.0669
N 0.4252 -6.7321 2.0130
O 0.7123 -7.3673 1.0233
C 0.6559 -5.2749 1.9739
C 1.1477 -4.7102 3.0913
C 1.3711 -3.2999 3.1379
C 1.9067 -2.6600 4.2690
C 2.0724 -1.3023 4.2390
C 1.6886 -0.5969 3.0956
N 1.1712 -1.1700 2.0184
C 1.0354 -2.5186 2.0292
C 0.5137 -3.1377 0.8490
N 0.1927 -2.3107 -0.1778
C -0.4011 -2.8403 -1.2340
C -0.6311 -4.2108 -1.3745
C -0.2505 -5.0627 -0.3773
C 0.3233 -4.5240 0.7947
H 1.3664 -5.3230 3.9560
H 2.1864 -3.2422 5.1379
H 2.4931 -0.7634 5.0753
H 1.8075 0.4739 3.0604
H -0.7103 -2.1702 -2.0243
H -1.1023 -4.5716 -2.2773
H -0.3849 -6.1284 -0.4797
C -1.7363 4.3277 2.5333
N -0.5349 3.5157 2.3316
C 0.7682 4.0720 2.7124
C -0.5988 2.2649 1.8712
N 0.4476 1.5326 1.5882
N -1.8657 1.7337 1.7381
C -2.2114 0.5724 1.1013
N -3.5118 0.2922 1.1048
N -1.3335 -0.2067 0.5094
H -1.4299 5.3535 2.7067
H -2.3111 3.9990 3.4033
H -2.3571 4.3284 1.6356
H 0.6053 5.0403 3.1728
H 1.4142 4.2017 1.8441
H 1.2561 3.4266 3.4450
H 1.2862 2.1108 1.5820
H -2.6314 2.3257 2.0137
H -4.1660 0.8036 1.6718
H -3.8360 -0.5400 0.6086
H -1.8068 -1.0556 0.1906
O 4.8055 3.0736 -3.7535
C 4.2232 2.2240 -3.1613
S 4.6582 1.6884 -1.5152
C 3.3387 0.5638 -1.3370
C 2.4928 0.4000 -2.3974
S 1.1194 -0.6466 -2.3565
S 2.7942 1.3671 -3.8086
S 3.0953 -0.1772 0.2228
Br -2.1501 3.0878 -1.4941
C -0.7254 4.1184 -2.2286
C -1.0811 5.0798 -3.1575
C -0.1031 5.9006 -3.7014
C 1.2174 5.7800 -3.2974
C 1.5589 4.8288 -2.3527
C 0.5975 3.9708 -1.8184
C 1.1004 2.9457 -0.8640
O 2.0089 3.1703 -0.0893
O 0.5410 1.7465 -0.9625
H -2.1153 5.1879 -3.4520
H -0.3834 6.6418 -4.4376
H 1.9790 6.4234 -3.7154
H 2.5836 4.7251 -2.0199
S -3.8226 -2.5384 -0.5806
C -3.4611 -3.5369 0.7185
N -3.9728 -4.8111 0.7330
C -3.7224 -5.7095 1.7058
C -2.9211 -5.3488 2.7457
C -2.4286 -4.0338 2.7132
N -2.6653 -3.1663 1.7519
H -4.5802 -5.0540 -0.0405
H -4.1856 -6.6809 1.6010
H -2.6870 -6.0315 3.5469
H -1.7993 -3.6807 3.5248
*
```

These are the Mulliken partial charges, in e, on atoms 1 to 6: atom 1 (Ta): 1.14, atom 2 (O): -0.59, atom 3 (N): 1.11, atom 4 (O): -0.59, atom 5 (C): 0.33, atom 6 (C): -1.07

***

3.
Entry from the OMol25 dataset: a cluster of 4 separate species, C2H11NO3 in total in a non-equilibrium geometry (wB97M-V/def2-TZVPD).

The LUMO energy comes out at 0.5 eV. The calculation puts the highest occupied orbital energy at -9.17 eV. For the frontier orbital gap, the calculation gives 0.3560 Ha. Its SMILES is C=NC.O.O.O. For the energy above the lowest of the compared OMol25 structures with the same formula, charge and spin, the calculation gives 2.202 eV. The value obtained for the total energy is -9882.998 eV.

Structure (ORCA input):
```
! RIJCOSX wB97M-V def2-TZVPD def2/J DEFGRID3
* xyz 0 1
C 2.0802 -0.6573 -0.6167
C -0.1407 -0.2127 -1.4784
N 0.5656 -0.8731 -0.6877
H 2.1938 0.2235 -0.0539
H 2.5449 -0.5144 -1.6619
H 2.6975 -1.4215 -0.1993
H -1.1980 0.0547 -1.4885
H 0.3869 0.2315 -2.2532
H 4.7852 -3.9195 0.7379
H 4.4573 -4.8571 1.7896
O 4.2210 -3.9740 1.4896
H -3.4324 2.3102 0.0491
H -3.4714 2.2631 -1.6167
O -4.0096 2.3239 -0.7964
H -3.0014 2.9085 2.4712
H -1.7303 3.1642 1.5244
O -2.6898 3.0112 1.5675
*
```

These are the natural (NBO) partial charges, in e, on atoms 1 to 6: atom 1 (C): -0.43, atom 2 (C): -0.06, atom 3 (N): -0.39, atom 4 (H): 0.20, atom 5 (H): 0.17, atom 6 (H): 0.21

***

4.
Entry from the OMol25 dataset: a cluster of 2 separate species, C4H10NO in total in a non-equilibrium geometry (wB97M-V/def2-TZVPD).

The LUMO energy (spin up / spin down) comes out at -11.0 / -14.7 eV. The calculation puts the highest occupied orbital energy (spin up / spin down) at -20.20 / -20.20 eV. For the frontier orbital gap (spin up / spin down), the calculation gives 0.3377 / 0.2040 Ha. For the energy above the lowest of the compared OMol25 structures with the same formula, charge and spin, the calculation gives 1.751 eV. The value obtained for the total energy is -7825.390 eV.

Structure (ORCA input):
```
! RIJCOSX wB97M-V def2-TZVPD def2/J DEFGRID3
* xyz 2 2
C 0.9201 -0.4674 -2.1813
C 1.0528 -0.4496 -0.6606
C -0.8779 -1.2202 0.6783
N 0.0992 -1.4344 -0.1015
H 1.2653 -1.3791 -2.6599
H -0.1316 -0.2798 -2.4098
H 1.4303 0.3971 -2.6041
H 2.0448 -0.6944 -0.2807
H 0.7694 0.5189 -0.2463
H -1.3828 -2.0933 1.0790
H -1.0895 -0.2252 1.0270
H 0.2039 -2.3597 -0.5239
O -0.1358 1.7048 2.1549
C -1.0810 2.4145 2.2163
H -1.1231 3.2439 2.9760
H -1.9642 2.3239 1.5366
*
```

These are the natural (NBO) partial charges, in e, on atoms 1 to 6: atom 1 (C): -0.64, atom 2 (C): -0.22, atom 3 (C): 0.13, atom 4 (N): -0.35, atom 5 (H): 0.25, atom 6 (H): 0.22

***

Repeat the third record exactly.
Entry from the OMol25 dataset: a cluster of 4 separate species, C2H11NO3 in total in a non-equilibrium geometry (wB97M-V/def2-TZVPD).

The LUMO energy comes out at 0.5 eV. The calculation puts the highest occupied orbital energy at -9.17 eV. For the frontier orbital gap, the calculation gives 0.3560 Ha. Its SMILES is C=NC.O.O.O. For the energy above the lowest of the compared OMol25 structures with the same formula, charge and spin, the calculation gives 2.202 eV. The value obtained for the total energy is -9882.998 eV.

Structure (ORCA input):
```
! RIJCOSX wB97M-V def2-TZVPD def2/J DEFGRID3
* xyz 0 1
C 2.0802 -0.6573 -0.6167
C -0.1407 -0.2127 -1.4784
N 0.5656 -0.8731 -0.6877
H 2.1938 0.2235 -0.0539
H 2.5449 -0.5144 -1.6619
H 2.6975 -1.4215 -0.1993
H -1.1980 0.0547 -1.4885
H 0.3869 0.2315 -2.2532
H 4.7852 -3.9195 0.7379
H 4.4573 -4.8571 1.7896
O 4.2210 -3.9740 1.4896
H -3.4324 2.3102 0.0491
H -3.4714 2.2631 -1.6167
O -4.0096 2.3239 -0.7964
H -3.0014 2.9085 2.4712
H -1.7303 3.1642 1.5244
O -2.6898 3.0112 1.5675
*
```

These are the natural (NBO) partial charges, in e, on atoms 1 to 6: atom 1 (C): -0.43, atom 2 (C): -0.06, atom 3 (N): -0.39, atom 4 (H): 0.20, atom 5 (H): 0.17, atom 6 (H): 0.21